Record 1
Entry from the OMol25 dataset: C2H5BrNO as an isolated structure at a distorted geometry (ωB97M-V/def2-TZVPD).

CARTESIAN COORDINATES (ANGSTROEM)
1 C -0.12 -0.28 1.17
2 C -1.66 -0.39 1.09
3 N 1.07 -0.21 -0.41
4 O 0.53 -0.12 2.12
5 Br -2.29 -2.09 1.41
6 H -1.75 0.10 2.03
7 H -2.12 0.14 0.19
8 H 1.75 0.37 0.03
9 H 0.61 0.48 -1.05
10 H 1.45 -1.04 -0.83

Computed properties:
E_HOMO: -15.03 eV
gap between HOMO and LUMO: 10.0 eV
net charge: +1

Results of the natural (NBO) charge analysis, in e, for atoms 1 through 5: atom 1 (C): 0.802, atom 2 (C): -0.623, atom 3 (N): -0.879, atom 4 (O): -0.363, atom 5 (Br): 0.209

Record 2
Entry from the OMol25 dataset: an isolated ion of composition C2H5BrNO and charge +1 at a distorted geometry (ωB97M-V/def2-TZVPD).

CARTESIAN COORDINATES (ANGSTROEM)
1 C -0.55 0.61 -0.83
2 C 0.05 -0.57 -0.20
3 N 0.65 -0.32 1.09
4 O -0.38 1.73 0.07
5 Br -1.63 0.61 -2.37
6 H 0.88 -0.69 -1.12
7 H -0.60 -1.44 -0.42
8 H -0.17 -0.54 1.71
9 H 0.27 1.37 0.75
10 H 1.48 -0.76 1.33

Computed properties:
E_HOMO: -16.09 eV
gap between HOMO and LUMO: 9.8 eV
net charge: +1

Results of the natural (NBO) charge analysis, in e, for atoms 1 through 5: atom 1 (C): 0.462, atom 2 (C): -0.380, atom 3 (N): -0.834, atom 4 (O): -0.570, atom 5 (Br): 0.372

Record 3
Entry from the OMol25 dataset: one molecule with the formula C2H5BrO2S at a distorted geometry (ωB97M-V/def2-TZVPD).

CARTESIAN COORDINATES (ANGSTROEM)
1 O -1.25 0.65 0.34
2 C -0.21 -0.35 0.39
3 O -0.65 -1.61 -0.13
4 C 1.02 0.21 -0.44
5 S 2.81 -1.06 -0.23
6 Br 4.31 0.46 0.12
7 H -2.10 0.26 -0.02
8 H 0.00 -0.57 1.40
9 H -0.04 -2.33 0.14
10 H 1.30 1.21 -0.13
11 H 0.87 0.08 -1.48

Computed properties:
E_HOMO: -9.04 eV
structure (SMILES): OC(O)CSBr
gap between HOMO and LUMO: 8.8 eV

Results of the natural (NBO) charge analysis, in e, for atoms 1 through 5: atom 1 (O): -0.726, atom 2 (C): 0.355, atom 3 (O): -0.739, atom 4 (C): -0.352, atom 5 (S): -0.052

Record 4
Entry from the OMol25 dataset: a 2-piece molecular cluster, C2H5BrO2S2 overall at a distorted geometry (ωB97M-V/def2-TZVPD).

CARTESIAN COORDINATES (ANGSTROEM)
1 C 0.55 -1.86 -0.51
2 C -0.74 2.54 0.61
3 O 2.25 -0.42 -1.84
4 O 1.64 0.22 0.45
5 S -0.30 0.83 -1.61
6 S 1.26 -0.29 -0.82
7 Br -0.10 1.69 2.09
8 H -0.04 -2.20 0.27
9 H 0.23 -2.14 -1.49
10 H 1.55 -2.22 -0.47
11 H -0.25 3.47 0.40
12 H -1.82 2.75 0.62

Computed properties:
E_HOMO (alpha / beta): -9.35 / -9.35 eV
gap between HOMO and LUMO (alpha / beta): 7.0 / 7.0 eV

Results of the natural (NBO) charge analysis, in e, for atoms 1 through 5: atom 1 (C): -0.882, atom 2 (C): -0.349, atom 3 (O): -0.922, atom 4 (O): -0.972, atom 5 (S): -0.328

Record 5
Entry from the OMol25 dataset: a 2-piece molecular cluster, C2H5BrS overall at a distorted geometry (ωB97M-V/def2-TZVPD).

CARTESIAN COORDINATES (ANGSTROEM)
1 C -1.23 -0.48 -0.39
2 C 1.21 0.39 0.04
3 S 0.39 -1.13 -0.24
4 Br 3.06 0.27 0.39
5 H -1.84 -1.26 -0.04
6 H -1.58 -0.40 -1.38
7 H -1.43 0.42 0.39
8 H 0.42 0.89 1.81
9 H 1.00 1.29 -0.59

Computed properties:
E_HOMO (alpha / beta): -8.49 / -8.33 eV
gap between HOMO and LUMO (alpha / beta): 8.1 / 8.0 eV

Results of the natural (NBO) charge analysis, in e, for atoms 1 through 5: atom 1 (C): -0.790, atom 2 (C): -0.560, atom 3 (S): 0.322, atom 4 (Br): 0.103, atom 5 (H): 0.233

Record 6
Entry from the OMol25 dataset: a 2-piece molecular cluster, C2H5BrS3 overall at a distorted geometry (ωB97M-V/def2-TZVPD).

CARTESIAN COORDINATES (ANGSTROEM)
1 C 0.33 -0.14 1.07
2 C 0.50 0.18 -1.69
3 S -1.20 0.80 0.96
4 S 1.49 0.23 -0.29
5 S 0.09 -2.81 -1.16
6 Br 2.14 -2.86 -0.53
7 H 0.59 0.10 2.05
8 H -0.08 -1.15 1.11
9 H 0.92 0.06 -2.63
10 H -0.51 -0.06 -1.66
11 H -0.45 1.88 0.90

Computed properties:
E_HOMO: -7.90 eV
gap between HOMO and LUMO: 6.1 eV

Results of the natural (NBO) charge analysis, in e, for atoms 1 through 5: atom 1 (C): -0.705, atom 2 (C): -0.439, atom 3 (S): 0.019, atom 4 (S): 0.523, atom 5 (S): -0.421

Record 7
Entry from the OMol25 dataset: one molecule with the formula C2H5BrSe at a distorted geometry (ωB97M-V/def2-TZVPD).

CARTESIAN COORDINATES (ANGSTROEM)
1 Se 0.06 2.15 -0.04
2 C 0.11 0.26 0.44
3 C 1.03 -0.46 -0.48
4 Br 2.94 -0.16 0.07
5 H 1.35 1.83 -0.51
6 H -0.93 -0.11 0.31
7 H 0.45 0.18 1.50
8 H 1.16 -0.06 -1.49
9 H 0.66 -1.47 -0.50

Computed properties:
E_HOMO: -8.84 eV
structure (SMILES): [SeH]CCBr
gap between HOMO and LUMO: 9.5 eV

Results of the natural (NBO) charge analysis, in e, for atoms 1 through 5: atom 1 (Se): 0.047, atom 2 (C): -0.590, atom 3 (C): -0.410, atom 4 (Br): -0.045, atom 5 (H): 0.066

Record 8
Entry from the OMol25 dataset: one molecule with the formula C2H5Cl2N at a distorted geometry (ωB97M-V/def2-TZVPD).

CARTESIAN COORDINATES (ANGSTROEM)
1 N -0.85 1.52 -0.69
2 C -0.49 1.21 0.66
3 C 0.04 -0.14 0.63
4 Cl -1.12 -1.19 -0.15
5 Cl 1.81 -0.18 -0.18
6 H -2.09 1.35 -0.72
7 H -0.28 2.64 -0.89
8 H -1.25 1.08 1.57
9 H 0.33 1.87 1.23
10 H 0.17 -0.71 1.48

Computed properties:
E_HOMO: -9.85 eV
structure (SMILES): NCC(Cl)Cl
gap between HOMO and LUMO: 10.3 eV

Results of the natural (NBO) charge analysis, in e, for atoms 1 through 5: atom 1 (N): -0.881, atom 2 (C): -0.311, atom 3 (C): -0.116, atom 4 (Cl): -0.010, atom 5 (Cl): -0.141

Record 9
Entry from the OMol25 dataset: C2H5Cl4OSn3 as an isolated structure at a distorted geometry (ωB97M-V/def2-TZVPD).

CARTESIAN COORDINATES (ANGSTROEM)
1 Sn -3.44 -1.61 -0.99
2 Sn -2.97 2.46 -2.89
3 Sn -2.29 2.69 1.54
4 O -1.79 0.85 -0.72
5 H -0.91 0.49 -0.48
6 C 0.91 -0.62 2.73
7 Cl 0.85 0.85 1.81
8 Cl 1.77 -1.84 1.73
9 H 1.40 -0.41 3.68
10 H -0.06 -1.01 3.03
11 C 1.28 -0.25 -1.84
12 Cl -0.02 -0.97 -2.74
13 Cl 2.58 -1.51 -1.54
14 H 1.67 0.59 -2.41
15 H 1.02 0.29 -0.93

Computed properties:
E_HOMO (alpha / beta): -28.78 / -28.09 eV
spin multiplicity: 2
gap between HOMO and LUMO (alpha / beta): 4.7 / 4.0 eV
net charge: +6

Results of the natural (NBO) charge analysis, in e, for atoms 1 through 5: atom 1 (Sn): 1.914, atom 2 (Sn): 1.958, atom 3 (Sn): 1.863, atom 4 (O): -1.403, atom 5 (H): 0.503

Record 10
Entry from the OMol25 dataset: one molecule with the formula C2H5ClN2O2 at a distorted geometry (ωB97M-V/def2-TZVPD).

CARTESIAN COORDINATES (ANGSTROEM)
1 C 1.61 -0.08 -0.66
2 C 0.27 -0.63 -0.45
3 Cl -0.36 -1.05 -2.05
4 N -0.59 0.43 0.23
5 O -0.39 1.78 -0.05
6 N -1.49 -0.07 0.98
7 O -2.35 0.78 1.65
8 H 2.22 -0.01 0.29
9 H 1.44 0.91 -1.03
10 H 2.12 -0.78 -1.43
11 H 0.12 -1.41 0.24
12 H -2.59 0.14 2.29

Computed properties:
E_HOMO (alpha / beta): -9.75 / -9.75 eV
structure (SMILES): C[C@H](Cl)/[N+]([O-])=N/O
gap between HOMO and LUMO (alpha / beta): 9.8 / 9.8 eV

Results of the natural (NBO) charge analysis, in e, for atoms 1 through 5: atom 1 (C): -0.656, atom 2 (C): -0.053, atom 3 (Cl): -0.004, atom 4 (N): 0.207, atom 5 (O): -0.517

Record 11
Entry from the OMol25 dataset: one molecule with the formula C2H5F2N at a distorted geometry (ωB97M-V/def2-TZVPD).

CARTESIAN COORDINATES (ANGSTROEM)
1 N 0.59 1.23 -0.17
2 C 0.39 -0.04 0.36
3 F 1.44 -0.94 0.11
4 C -0.88 -0.71 -0.15
5 F -1.97 0.07 0.12
6 H 0.50 1.25 -1.18
7 H 1.45 1.67 0.13
8 H 0.34 -0.01 1.69
9 H -1.04 -1.67 0.34
10 H -0.83 -0.85 -1.24

Computed properties:
E_HOMO: -10.59 eV
structure (SMILES): N[C@H](F)CF
gap between HOMO and LUMO: 11.7 eV

Results of the natural (NBO) charge analysis, in e, for atoms 1 through 5: atom 1 (N): -0.837, atom 2 (C): 0.334, atom 3 (F): -0.392, atom 4 (C): 0.016, atom 5 (F): -0.351

Record 12
Entry from the OMol25 dataset: a 2-piece molecular cluster, C2H5F2N3 overall at a distorted geometry (ωB97M-V/def2-TZVPD).

CARTESIAN COORDINATES (ANGSTROEM)
1 C 0.89 -0.23 0.97
2 C -1.37 0.46 -0.93
3 N 0.45 -0.97 1.80
4 N 1.98 0.41 0.56
5 N -0.10 0.14 -1.20
6 F -1.93 -0.30 0.11
7 F -2.32 0.24 -1.93
8 H -1.66 1.42 -0.60
9 H -0.25 -1.68 1.79
10 H 2.80 0.23 1.15
11 H 1.78 1.07 -0.17
12 H -0.29 -0.80 -1.55

Computed properties:
E_HOMO (alpha / beta): -8.72 / -8.72 eV
gap between HOMO and LUMO (alpha / beta): 8.3 / 8.3 eV

Results of the natural (NBO) charge analysis, in e, for atoms 1 through 5: atom 1 (C): 0.758, atom 2 (C): 0.630, atom 3 (N): -0.631, atom 4 (N): -0.829, atom 5 (N): -0.910

Going through the records in order, we get electronic energy values of -2782.89389; -2782.86605; -3201.83500; -3599.92096; -3051.25020; -3847.65803; -5054.60999; -1054.22819; -2634.47397; -799.22299; -333.66735; -443.10141 Eh.